50
Properties=species:S:1:pos:R:3 method="wB97M-V/def2-TZVPD" e_tot_ev=-85901.4141 spin_multiplicity=2 total_charge=+1 s_squared=0.771 orbital_gap_ev="8.300 / 8.533"
V -0.63 -1.49 -0.71
S 1.57 -0.74 -0.56
C 1.28 -0.85 1.15
S -0.21 -1.59 1.58
C 2.14 -0.28 2.06
C 3.18 0.59 1.64
N 3.95 1.41 1.38
C 1.83 -0.17 3.46
N 1.60 0.01 4.57
Cl -0.79 -0.45 -2.93
C -1.62 1.03 -2.37
C -1.53 2.17 -3.13
C -2.14 3.31 -2.63
C -2.80 3.27 -1.41
C -2.87 2.08 -0.69
C -2.29 0.91 -1.16
C -2.37 -0.41 -0.46
H -0.99 2.18 -4.07
H -2.10 4.23 -3.20
H -3.27 4.16 -1.02
H -3.40 2.05 0.26
H -3.10 -1.05 -0.96
H -2.66 -0.28 0.58
N 3.12 3.64 2.91
C 1.89 4.35 2.39
C 0.80 3.36 1.98
N 0.87 2.82 0.63
H 3.85 4.30 3.17
H 3.51 2.96 2.22
H 2.89 3.08 3.74
H 2.21 4.96 1.55
H 1.55 5.00 3.20
H -0.16 3.87 2.09
H 0.78 2.53 2.69
H 1.75 2.36 0.42
H 0.69 3.52 -0.07
C -1.82 -5.28 -1.46
C -0.57 -4.45 -1.25
C 0.31 -4.42 -2.49
C 0.20 -4.89 -0.02
O -1.02 -3.05 -1.03
H -1.54 -6.32 -1.56
H -2.35 -4.97 -2.37
H -2.50 -5.18 -0.61
H 0.68 -5.43 -2.69
H 1.17 -3.77 -2.33
H -0.25 -4.08 -3.36
H 0.56 -5.90 -0.18
H -0.44 -4.87 0.86
H 1.05 -4.24 0.15